The following is a DFT calculation (ωB97M-V/def2-TZVPD) of a molecular structure, C2H4INO in a non-equilibrium geometry.

Results
- relative energy (zero: lowest compared OMol25 entry of this formula, charge and spin) (kcal per mole) = 17.5
- Kohn-Sham gap (hartree) = 0.3815
- E (eV) = -13775.6626

Last column: Mulliken charge in e.
Cartesian coordinates (Å):
C1 -0.8525 0.6567 -0.1394  0.340
C2 0.8596 -1.0272 -0.1012  -0.577
N1 -0.1686 1.3743 0.6152  -0.582
O1 -0.3949 -0.6629 -0.6171  -0.285
I1 -2.8021 0.6355 -0.8075  0.103
H1 1.1663 -2.0590 -0.4973  0.240
H2 0.9787 -0.8604 0.9708  0.277
H3 1.7340 -0.2843 -0.4680  0.225
H4 -0.5207 2.2274 1.0445  0.260

=====

The following is a DFT calculation (ωB97M-V/def2-TZVPD) of 2 unconnected molecules or ions with the total composition C2H4INO in a non-equilibrium geometry.

Results
- relative energy (zero: lowest compared OMol25 entry of this formula, charge and spin) (kcal per mole) = 100.7
- Kohn-Sham gap (hartree) = 0.2417
- E (eV) = -13772.0552

Last column: Mulliken charge in e.
Cartesian coordinates (Å):
C1 -0.8455 -0.7141 -0.5947  0.330
C2 -0.7991 0.6325 -0.0652  -0.553
N1 1.4179 0.6141 1.0638  -0.564
O1 -1.5887 -1.6128 -0.2826  -0.447
I1 2.7238 0.1105 -0.2650  0.205
H1 0.0104 -0.9016 -1.4695  0.156
H2 -0.6300 1.3407 -0.8504  0.292
H3 -1.3457 0.7927 0.8859  0.287
H4 1.0569 -0.2621 1.5778  0.294

=====

The following is a DFT calculation (ωB97M-V/def2-TZVPD) of a single C2H4INS molecule in a non-equilibrium geometry.

Results
- relative energy (zero: lowest compared OMol25 entry of this formula, charge and spin) (kcal per mole) = 87.8
- Kohn-Sham gap (spin up / spin down) (hartree) = 0.2851 / 0.2415
- E (eV) = -22560.4957

Last column: Mulliken charge in e.
Cartesian coordinates (Å):
C1 0.2521 -0.6382 -0.1778  -0.344
C2 -0.5509 0.7668 -0.7657  -0.406
N1 1.6024 -0.9197 -0.5661  -0.418
S1 -2.0356 1.0858 0.1438  -0.071
I1 3.1616 0.2426 0.0762  0.108
H1 0.0440 -0.5753 1.0120  0.286
H2 -0.2535 -1.4505 -0.6107  0.326
H3 0.2630 1.6017 -0.6846  0.231
H4 -0.8949 0.6351 -1.7677  0.288

=====

What did the third record say?
The following is a DFT calculation (ωB97M-V/def2-TZVPD) of a single C2H4INS molecule in a non-equilibrium geometry.

Results
- relative energy (zero: lowest compared OMol25 entry of this formula, charge and spin) (kcal per mole) = 87.8
- Kohn-Sham gap (spin up / spin down) (hartree) = 0.2851 / 0.2415
- E (eV) = -22560.4957

Last column: Mulliken charge in e.
Cartesian coordinates (Å):
C1 0.2521 -0.6382 -0.1778  -0.344
C2 -0.5509 0.7668 -0.7657  -0.406
N1 1.6024 -0.9197 -0.5661  -0.418
S1 -2.0356 1.0858 0.1438  -0.071
I1 3.1616 0.2426 0.0762  0.108
H1 0.0440 -0.5753 1.0120  0.286
H2 -0.2535 -1.4505 -0.6107  0.326
H3 0.2630 1.6017 -0.6846  0.231
H4 -0.8949 0.6351 -1.7677  0.288